The following is a quantum chemistry calculation of a 10-piece molecular cluster, C25H56BF16N9O15S4 overall, from the Open Molecules 2025 dataset.

Values from the calculation:
E_LUMO (alpha / beta) = -0.3924 / -0.4967 Eh
HOMO energy (alpha / beta) = -18.526 / -18.526 eV
Total charge = +5
Maximum force = 7.6 eV/A
Spin multiplicity = 2

Each line ends with the Löwdin spin population.
Element x y z (Å)
C1 -1.795254 -1.540849 -6.198472  0.003
F1 -2.346782 -0.851075 -7.160676  0.002
F2 -0.769782 -2.143149 -6.702035  0.003
F3 -1.423034 -0.780807 -5.172876  0.007
S1 -3.106658 -2.803812 -5.463480  0.025
O1 -4.031753 -2.943751 -6.554927  0.013
O2 -2.348564 -3.988695 -5.114683  0.025
N1 -3.991943 -1.931915 -4.157136  0.670
S2 -3.059406 -2.162176 -2.930238  0.077
O3 -1.684827 -2.541813 -3.135518  0.001
O4 -3.230883 -1.095098 -2.001669  0.027
C2 -3.867274 -3.804844 -2.109186  0.081
F4 -5.197150 -3.762600 -2.126230  0.011
F5 -3.586853 -4.982399 -2.727445  0.018
F6 -3.589812 -3.884460 -0.907652  0.037
C3 -2.729068 0.060631 1.749143  0.000
F7 -3.580796 -1.064662 1.871262  0.000
F8 -3.064523 0.941155 0.742035  0.000
F9 -2.921210 0.776061 2.946421  0.000
S3 -0.955735 -0.636097 1.514628  0.000
O5 -0.466516 -1.184866 2.818414  0.000
O6 -1.125832 -1.747547 0.563712  0.000
N2 -0.004102 0.839859 1.095992  0.000
S4 0.298172 0.474440 -0.358193  0.000
O7 1.204794 -0.671966 -0.440107  0.000
O8 -0.898053 0.458606 -1.290934  0.001
C4 1.343061 2.147479 -0.994766  0.000
F10 0.644768 3.263718 -0.840101  0.000
F11 2.356431 2.281396 -0.161233  0.000
F12 1.657500 2.070755 -2.320223  0.000
C5 5.951131 -2.900413 2.579122  0.000
C6 4.669236 -2.385674 3.339975  0.000
O9 3.850812 -3.120295 3.930540  0.000
N3 4.183339 -1.018088 2.980293  0.000
H1 4.001906 -0.527592 3.844345  0.000
H2 4.912692 -0.459437 2.560717  0.000
C7 3.050356 -1.029625 1.943673  0.000
H3 6.097826 -3.968045 2.742655  0.000
H4 6.831328 -2.296902 2.800795  0.000
H5 5.909729 -2.813215 1.493408  0.000
H6 2.886736 -0.024166 1.555878  0.000
H7 2.237053 -1.485359 2.508428  0.000
H8 3.542037 -1.560257 1.128331  0.000
C8 1.732384 -3.460411 -2.583208  0.000
C9 1.708008 -4.290751 -3.939443  0.000
O10 0.761522 -4.993703 -4.111591  0.000
N4 2.704982 -4.017669 -5.106585  0.000
H9 3.000796 -3.095451 -4.820040  0.000
H10 3.451513 -4.696382 -5.152808  0.000
C10 2.091989 -3.869737 -6.514532  0.000
H11 1.325557 -2.454973 -2.691363  0.000
H12 2.735179 -3.167541 -2.272168  0.000
H13 1.314320 -3.942142 -1.699320  0.000
H14 2.858083 -3.709524 -7.273169  0.000
H15 1.400539 -3.057418 -6.290617  0.000
H16 1.415914 -4.721719 -6.586170  0.000
C11 2.021363 -4.990681 2.474026  0.000
C12 1.246027 -5.337159 1.251082  0.000
O11 1.681170 -5.302531 0.135860  0.000
N5 -0.167336 -5.855916 1.521096  0.000
H17 -0.315191 -6.780588 1.142660  0.000
H18 -0.124053 -5.986070 2.521740  0.000
C13 -1.306452 -4.790206 1.307986  0.000
H19 2.059843 -5.754357 3.250831  0.000
H20 1.551489 -4.104358 2.900361  0.000
H21 3.047102 -4.788221 2.165845  0.000
H22 -1.259877 -4.651666 0.227828  0.000
H23 -1.074204 -3.873205 1.849523  0.000
H24 -2.196174 -5.314580 1.656597  0.000
C14 4.261028 5.943673 -7.760303  0.000
C15 3.221872 4.959022 -7.232864  0.000
O12 2.705297 4.169537 -8.013754  0.000
N6 2.559240 5.207043 -5.850061  0.000
H25 3.277824 5.680140 -5.320998  0.000
H26 1.810599 5.869962 -5.992122  0.000
C16 2.086586 3.835575 -5.183917  0.000
H27 4.765653 6.224420 -6.835840  0.000
H28 3.915578 6.764479 -8.388828  0.000
H29 5.042202 5.385791 -8.276663  0.000
H30 2.736325 3.017656 -5.495318  0.000
H31 1.014908 3.815343 -5.381880  0.000
H32 2.272983 3.785675 -4.111133  0.000
C17 -0.010041 7.374203 0.259551  0.000
C18 -1.242672 6.481497 0.439325  0.000
O13 -1.848944 6.347922 1.484410  0.000
N7 -1.722289 5.733032 -0.793097  0.000
H33 -2.473029 6.335910 -1.098106  0.000
H34 -1.053411 5.815411 -1.545365  0.000
C19 -2.196303 4.254659 -0.581330  0.000
H35 0.417538 7.638873 1.226625  0.000
H36 -0.209564 8.230081 -0.385257  0.000
H37 0.824997 6.872820 -0.229745  0.000
H38 -2.421304 3.780488 -1.536653  0.000
H39 -3.139561 4.434294 -0.065492  0.000
H40 -1.520287 3.780222 0.130007  0.000
C20 -6.269532 2.517869 6.989404  0.000
C21 -6.254011 1.894893 5.627689  0.000
O14 -6.174133 2.578919 4.593351  0.000
N8 -6.143095 0.377109 5.705189  0.000
H41 -6.576648 0.059516 6.560327  0.000
H42 -6.766452 0.023451 4.993539  0.000
C22 -4.674222 -0.011594 5.565969  0.000
H43 -5.374524 2.260837 7.555967  0.000
H44 -7.192729 2.312189 7.531168  0.000
H45 -6.232341 3.591318 6.803842  0.000
H46 -4.564843 -0.082354 4.483780  0.000
H47 -4.481527 -0.996182 5.992045  0.000
H48 -3.920334 0.671385 5.957506  0.000
C23 2.958780 3.792912 2.602032  0.000
C24 1.461202 3.721421 2.669361  0.000
O15 0.768173 4.726667 2.360089  0.000
N9 0.825571 2.426223 3.026239  0.000
H49 0.546420 1.812471 2.274248  0.000
H50 1.512023 1.807382 3.433579  0.000
C25 -0.121976 2.458360 4.238463  0.000
H51 3.213269 4.073190 3.624173  0.000
H52 3.123838 4.627672 1.920835  0.000
H53 3.399504 2.900604 2.157455  0.000
H54 -0.197568 1.406392 4.513683  0.000
H55 -1.075336 2.977723 4.141234  0.000
H56 0.415759 2.879281 5.088028  0.000
B1 -0.551925 -4.968402 4.995007  0.000
F13 -0.608062 -3.718167 4.310652  0.000
F14 -0.993031 -4.685694 6.330778  0.000
F15 -1.343358 -5.872892 4.282959  0.000
F16 0.698295 -5.495715 5.003807  0.000

Forces on atoms 1 to 2 (eV/Å):
C -1.7762 0.1512 1.0287
F -0.4537 0.4040 0.2970

---

The following is a quantum chemistry calculation of a 17-piece molecular cluster, C25H57ClN16O34 overall, from the Open Molecules 2025 dataset.

Values from the calculation:
E_LUMO = -0.0335 Eh
HOMO energy = -9.887 eV
Total charge = 0
Maximum force = 4.0 eV/A

Each line ends with the Mulliken charge.
Element x y z (Å)
C1 -0.486217 -4.323183 -3.727123  -0.926
C2 -1.877515 -5.053705 -4.126111  -0.318
C3 -3.049325 -4.178211 -3.485136  -0.012
Cl1 -3.174386 -4.541895 -1.670571  -0.215
C4 -4.490652 -4.431341 -4.101832  0.242
C5 -5.040582 -3.536501 -5.062940  -0.478
C6 -6.525728 -3.861682 -5.587322  0.234
O1 -6.869450 -3.767947 -6.783766  -0.565
C7 -7.531361 -4.372005 -4.439107  -0.412
C8 -6.981841 -5.276610 -3.488416  -0.318
C9 -5.429579 -5.663671 -3.662870  0.283
O2 -4.993684 -6.821724 -3.511165  -0.538
H1 -0.667888 -3.643001 -2.815482  0.256
H2 -0.163826 -3.633914 -4.579567  0.299
H3 0.324849 -5.067725 -3.423202  0.311
H4 -2.003852 -5.155349 -5.265450  0.327
H5 -1.827484 -6.100474 -3.653607  0.259
H6 -2.790505 -3.063751 -3.607931  0.433
H7 -4.489381 -2.608755 -5.430295  0.416
H8 -8.608819 -4.037097 -4.352054  0.388
H9 -7.570989 -5.691770 -2.609965  0.352
C10 3.575735 -2.320298 -3.580075  -0.982
N1 2.094720 -2.380772 -3.703973  0.947
O3 1.439402 -2.171002 -2.696564  -0.517
O4 1.642134 -2.636677 -4.808474  -0.557
H10 3.830256 -2.085825 -2.552601  0.376
H11 3.966320 -3.292280 -3.861957  0.384
H12 3.929089 -1.540690 -4.253726  0.331
C11 -0.297662 1.277426 -3.290015  0.097
N2 0.949250 1.926840 -3.768603  1.096
O5 0.878647 2.587358 -4.791694  -0.587
O6 1.956781 1.752471 -3.101545  -0.612
H13 -1.104294 1.518202 -3.976745  -0.008
H14 -0.120079 0.201632 -3.266064  0.124
H15 -0.508992 1.665802 -2.295991  0.037
C12 -8.806408 -6.256204 -7.555800  -0.588
N3 -9.560009 -7.503572 -7.848666  0.890
O7 -9.736231 -8.281964 -6.926937  -0.526
O8 -9.947858 -7.656521 -8.993780  -0.548
H16 -8.525511 -6.254574 -6.504786  0.210
H17 -7.922053 -6.249351 -8.190903  0.283
H18 -9.461186 -5.416001 -7.781283  0.279
C13 0.777772 1.761293 0.793146  -0.778
N4 -0.703781 1.697668 0.676723  0.987
O9 -1.359520 1.906067 1.683727  -0.542
O10 -1.156197 1.439908 -0.425460  -0.550
H19 1.040359 1.997530 1.822078  0.207
H20 1.171253 0.785980 0.509252  0.312
H21 1.126823 2.540868 0.116625  0.309
C14 -1.165583 1.238758 5.233030  -0.482
N5 -0.207674 0.335256 4.548240  0.978
O11 0.631607 0.847164 3.826088  -0.488
O12 -0.329616 -0.858930 4.757955  -0.582
H22 -0.939311 2.266665 4.955147  0.285
H23 -2.167895 0.963215 4.906233  0.136
H24 -1.044398 1.092649 6.309447  0.188
C15 -4.488135 -0.227367 1.600213  -0.581
N6 -4.161707 -0.644732 2.988628  0.906
O13 -4.019717 -1.835193 3.197258  -0.521
O14 -4.059256 0.242156 3.820749  -0.554
H25 -4.547321 -1.114178 0.972493  0.299
H26 -5.446333 0.289591 1.629724  0.280
H27 -3.691537 0.434385 1.260443  0.134
C16 -2.466550 4.888270 -1.286374  -0.837
N7 -2.686796 4.017063 -2.470484  0.816
O15 -3.463118 4.413341 -3.323073  -0.536
O16 -2.071039 2.962946 -2.503143  -0.454
H28 -3.071943 5.780897 -1.391077  0.420
H29 -2.763004 4.322153 -0.403457  0.235
H30 -1.407389 5.141716 -1.256901  0.278
C17 7.993268 -2.952601 -3.132746  -0.764
N8 6.517779 -3.020809 -3.295824  0.912
O17 5.835469 -2.806700 -2.302959  -0.525
O18 6.102516 -3.286244 -4.410395  -0.515
H31 8.220334 -2.709410 -2.096785  0.322
H32 8.398058 -3.928208 -3.398175  0.285
H33 8.361878 -2.176139 -3.801552  0.287
C18 -2.052764 3.202865 -6.486815  -0.334
N9 -2.555382 1.860864 -6.880563  0.926
O19 -2.908710 1.109348 -5.986560  -0.513
O20 -2.577518 1.608845 -8.071913  -0.565
H34 -2.089703 3.287164 -5.402554  -0.071
H35 -1.027972 3.287577 -6.845456  0.265
H36 -2.698362 3.945559 -6.953452  0.302
C19 -1.727624 9.558802 -2.574534  -0.724
N10 -1.566732 8.348916 -1.726869  0.838
O21 -2.581453 7.758590 -1.390678  -0.560
O22 -0.430649 8.033365 -1.428619  -0.458
H37 -2.787761 9.718515 -2.759800  0.315
H38 -1.299711 10.399654 -2.030633  0.283
H39 -1.195262 9.379135 -3.507413  0.289
C20 3.919196 1.721218 4.649602  -0.291
N11 3.515446 3.001722 4.011030  0.972
O23 4.334696 3.553038 3.287799  -0.556
O24 2.391997 3.410045 4.256812  -0.529
H40 4.934925 1.481468 4.345398  -0.169
H41 3.862763 1.860230 5.728283  0.361
H42 3.225416 0.953218 4.313223  0.245
C21 2.275694 -2.378628 6.781776  -0.596
N12 3.522169 -1.731176 6.294958  0.931
O25 3.448030 -1.072502 5.272074  -0.530
O26 4.530033 -1.906105 6.956885  -0.537
H43 1.464213 -2.136861 6.097223  0.198
H44 2.452539 -3.453080 6.806964  0.289
H45 2.070443 -1.987587 7.778027  0.243
C22 4.493485 4.720322 -0.039287  -0.632
N13 4.085542 5.999332 -0.676649  0.919
O27 4.898930 6.551223 -1.397710  -0.538
O28 2.962711 6.403507 -0.429872  -0.531
H46 5.510086 4.483604 -0.346057  0.269
H47 4.438758 4.858455 1.039994  0.307
H48 3.800504 3.950239 -0.375173  0.212
C23 7.421451 1.777797 2.915120  -0.646
N14 7.192289 0.906955 1.732579  0.938
O29 6.410451 1.305499 0.886246  -0.505
O30 7.805509 -0.144965 1.696652  -0.559
H49 6.813912 2.675259 2.814153  0.233
H50 7.130854 1.213362 3.800035  0.203
H51 8.480869 2.029176 2.936947  0.320
C24 5.469601 -2.507057 10.270942  -0.656
N15 4.231241 -1.951389 10.877019  0.844
O31 3.942207 -2.321959 12.000750  -0.520
O32 3.593032 -1.161833 10.201024  -0.499
H52 5.931516 -3.190595 10.980303  0.321
H53 5.182558 -3.031332 9.360401  0.247
H54 6.132513 -1.671057 10.053230  0.259
C25 -0.921048 1.583269 9.976945  -0.748
N16 -1.155164 0.722850 8.788049  0.856
O33 -1.943326 1.127091 7.946810  -0.556
O34 -0.540870 -0.327109 8.738910  -0.470
H55 -1.530642 2.479866 9.886161  0.324
H56 -1.206122 1.010110 10.857971  0.279
H57 0.138087 1.836421 9.995583  0.288

Forces on atoms 1 to 2 (eV/Å):
C -0.8713 0.3930 -0.0636
C 0.8669 -0.0401 0.8961